Record 1
{
  "formula": "C5H11N",
  "method": "ωB97M-V/def2-TZVPD",
  "elements": ["C", "C", "N", "C", "C", "C", "H", "H", "H", "H", "H", "H", "H", "H", "H", "H", "H"],
  "coordinates": [[-1.76833, 1.09762, -0.67156], [-1.35163, -0.32928, -0.50887], [-0.16554, -0.63773, -0.09075], [0.72486, -1.77326, 0.03340], [1.05767, -0.36760, 0.37848], [2.05345, 0.59595, -0.17587], [-2.77974, 1.25481, -0.28139], [-1.08759, 1.75607, -0.12196], [-1.77141, 1.41669, -1.72269], [-1.01245, 0.16833, 2.59506], [-2.03255, -1.15090, -0.70154], [0.51042, -2.49409, 0.82508], [0.97512, -2.22470, -0.93554], [-0.31932, 0.11855, 2.31087], [2.99676, 0.51608, 0.37200], [1.70029, 1.62597, -0.06048], [2.26999, 0.42749, -1.24425]],
  "relative_energy_ev": 4.443,
  "homo_lumo_gap_ev": [8.008, 8.008],
  "homo_energy_ev": [-6.891, -6.890]
}

Record 2
{
  "formula": "C4H9N3O2",
  "method": "ωB97M-V/def2-TZVPD",
  "elements": ["C", "N", "C", "N", "C", "N", "O", "O", "C", "H", "H", "H", "H", "H", "H", "H", "H", "H"],
  "coordinates": [[0.26697, -0.40684, -2.23647], [0.66597, 0.08428, -0.93176], [1.13228, -0.91465, 0.10147], [0.63860, -0.44728, 1.38407], [-0.25668, 0.65583, 1.28894], [-1.65675, 0.28230, 1.63546], [-2.29333, 1.20260, 2.04349], [-1.94015, -0.85457, 1.59467], [-0.32241, 0.98720, -0.26437], [1.23062, -0.41444, -2.80595], [0.00045, -1.49614, -2.21102], [-0.58422, 0.37115, -2.66527], [2.22001, -0.95290, 0.22239], [0.69917, -1.92717, -0.23593], [1.42666, -0.32222, 2.02978], [0.07915, 1.40430, 2.09977], [-1.27690, 0.67193, -0.55799], [-0.02945, 2.07664, -0.49128]],
  "smiles": "CN1CN[C@H]([N+](=O)[O-])C1",
  "relative_energy_ev": 5.238,
  "homo_lumo_gap_ev": 9.343,
  "homo_energy_ev": -8.680
}

Q: What is the formula in the second record?
A: C4H9N3O2